(1)
99
Properties=species:S:1:pos:R:3 method="wB97M-V/def2-TZVPD" molar_mass_g_mol=787.536 e_lumo_ev=1.54 total_charge=-1 gap_ev=6.071 homo_ev=-4.5 e_tot_ev=-70898.3582
C 0.99889 -0.39948 5.92577
C 2.28485 -1.17600 5.56349
C 2.05570 -2.16308 4.43073
O 1.76260 -1.50861 3.23607
In 2.76081 -2.44117 1.60303
C 2.39974 -1.21799 -0.21100
C 2.74468 0.27462 0.03010
C 4.13470 0.72677 -0.39996
C 5.37276 0.27681 0.41557
C 6.38290 -0.52292 -0.39461
O 6.08411 -1.90194 -0.47594
C 5.69845 -2.35736 -1.74970
H 1.05798 0.61227 5.52775
H 0.85453 -0.36485 7.00411
H 0.17116 -0.90975 5.43601
H 2.61718 -1.75412 6.43504
H 3.10687 -0.50653 5.31685
H 1.22615 -2.85079 4.68721
H 2.95893 -2.78937 4.34717
H 4.42973 -2.66504 2.13071
H 1.99083 -4.06923 1.44979
H 1.33577 -1.30880 -0.43318
H 2.93534 -1.55357 -1.10311
H 2.60943 0.46360 1.09471
H 2.03381 0.87482 -0.54602
H 4.09609 1.82012 -0.33612
H 4.30326 0.48923 -1.45397
H 5.10459 -0.25477 1.32615
H 5.91125 1.17604 0.72826
H 7.35628 -0.43698 0.10178
H 6.50489 -0.07560 -1.38810
H 5.12818 -3.27463 -1.60579
H 6.57990 -2.60463 -2.35345
H 5.05135 -1.64760 -2.26649
C -4.00335 0.10292 -0.04800
C -3.04583 -0.06203 -1.19994
C -2.05729 -1.19843 -1.05439
O -0.93148 -0.71870 -1.80340
C -0.97088 0.63169 -1.79494
O -0.09529 1.34227 -2.17280
O -2.15672 1.06989 -1.30820
H -4.54630 -0.82246 0.13921
H -3.46094 0.39282 0.85342
H -4.72792 0.88450 -0.26676
H -3.59354 -0.14168 -2.13910
H -2.41427 -2.13377 -1.47745
H -1.74572 -1.36312 -0.02042
C -0.69792 -3.28159 7.13413
C -1.69576 -4.22585 6.52137
C -2.04160 -3.92864 5.07728
O -3.39394 -4.41254 4.98540
C -3.93897 -4.36469 6.22022
O -5.09435 -4.52291 6.45732
O -2.99116 -4.11132 7.15033
H 0.20618 -3.24470 6.52758
H -1.11626 -2.27775 7.20437
H -0.42902 -3.59479 8.14340
H -1.36730 -5.26253 6.63469
H -1.40680 -4.44432 4.36221
H -2.03503 -2.85879 4.85956
C -5.79710 3.24670 -5.53245
C -5.37593 1.87599 -5.06932
C -6.12624 0.71672 -5.68830
O -6.09225 -0.26395 -4.63256
C -5.95462 0.38905 -3.46110
O -6.02847 -0.11301 -2.38422
O -5.68270 1.69532 -3.67050
H -5.73540 3.31320 -6.61655
H -6.82032 3.45488 -5.21630
H -5.15636 4.01258 -5.09547
H -4.29797 1.74351 -5.19036
H -5.65929 0.32185 -6.57700
H -7.16962 0.96439 -5.90075
C -0.39784 2.68134 -7.53897
C -1.41819 1.85532 -8.27874
C -1.82744 2.38931 -9.63674
O -3.18210 1.92412 -9.75710
C -3.66981 1.76074 -8.51120
O -4.81281 1.55836 -8.24086
O -2.68776 1.85805 -7.59320
H 0.49210 2.82245 -8.15241
H -0.81241 3.65588 -7.27953
H -0.10314 2.19235 -6.61174
H -1.08872 0.81622 -8.35474
H -1.22629 2.00182 -10.45449
H -1.83052 3.48103 -9.67034
C 1.94497 3.67689 5.19435
C 3.09498 3.26735 4.30890
C 2.69717 2.57300 3.02414
O 3.81109 1.71431 2.78169
C 4.40214 1.44458 3.96846
O 5.24836 0.63531 4.14583
O 3.89615 2.25711 4.93992
H 1.24231 4.30125 4.64132
H 1.42343 2.79469 5.56643
H 2.30151 4.23850 6.05788
H 3.74450 4.12370 4.10047
H 2.55902 3.25131 2.18533
H 1.80333 1.95482 3.14229


(2)
17
Properties=species:S:1:pos:R:3 method="wB97M-V/def2-TZVPD" molar_mass_g_mol=127.096 e_lumo_ev=0.43 smiles="O=CNC=O.O.O.O" total_charge=0 gap_ev=10.751 homo_ev=-10.3 e_tot_ev=-13947.8007
O 1.28748 1.31630 0.80051
C 1.35451 0.29745 0.17242
N 1.36454 0.17155 -1.21108
C 1.16803 1.20338 -2.12460
O 0.97917 2.34710 -1.82760
H 1.46993 -0.67302 0.68411
H 1.32804 -0.77449 -1.57059
H 1.21070 0.90745 -3.18224
O 0.26097 -2.94295 1.10102
H -0.27995 -2.19583 0.80593
H -0.25698 -3.71800 0.81862
O -1.97452 -1.09707 0.89601
H -1.65314 -0.90864 1.78892
H -2.26907 -0.26931 0.47870
O -1.66996 1.91854 0.72265
H -1.52906 2.70109 1.27515
H -0.79069 1.71644 0.37208


Asked for max |F| across the records above, the calculation gives 0.018 0.014 Eh/bohr in order.